15
Properties=species:S:1:pos:R:3 method="wB97M-V/def2-TZVPD" fmax_ev_per_a=5.33 smiles="C=NN1C[C@@H]1/C=N/O" homo_lumo_gap_ha=0.3685
C 1.739 0.047 -0.338
C 0.395 0.111 0.323
C -0.714 1.094 0.132
C -2.859 -0.739 0.000
H 4.495 -0.558 0.413
H 1.550 0.796 -1.198
H 0.202 -0.737 1.111
H -0.413 1.962 -0.548
H -1.696 1.414 0.698
H -3.639 0.273 -0.018
H -3.283 -1.751 0.298
N 2.660 -0.336 0.419
N -0.712 -0.026 -0.694
N -1.570 -0.994 -0.246
O 3.846 -0.557 -0.352

=====

15
Properties=species:S:1:pos:R:3 method="wB97M-V/def2-TZVPD" fmax_ev_per_a=5.32 smiles="N[C@H]1[C@@H]2N=CN(O)[C@H]12" homo_lumo_gap_ha=0.3415
C 0.416 0.550 -0.554
C 0.658 -1.014 -0.561
C -1.431 -0.962 -0.127
C 0.551 -0.242 0.790
H 1.178 2.447 -0.449
H 1.413 1.927 -1.789
H -0.643 0.946 -0.760
H 1.519 -1.513 -1.008
H -2.300 -1.420 -0.084
H -1.518 0.549 1.666
H 1.543 -0.439 1.303
N 1.413 1.520 -0.821
N -0.734 -1.350 -1.065
N -0.747 -0.859 1.204
O -1.318 -0.142 2.253

=====

Short version: ΔE to the lowest compared entry with this formula, charge and spin = 173.7 158.9 kcal per mole, in the order given.
Short version: E = -10772.2131 -10772.8571 eV, in the order given.